The following is a quantum chemistry calculation of ClH6O3Pd as an isolated structure in a non-equilibrium geometry, from the OMol25 dataset.

Structure (XYZ):
```
11
ClH6O3Pd (ωB97M-V with the def2-TZVPD basis set)
Pd -3.46 1.49 -0.22
Cl -1.50 1.33 -0.17
O 0.87 0.99 2.20
H 0.29 1.24 1.47
H 1.80 0.99 1.87
O -0.67 -2.01 -0.26
H -0.11 -1.25 -0.39
H -0.84 -2.31 -1.16
O 1.43 -0.23 -0.79
H 1.54 -0.55 -1.72
H 0.67 0.32 -0.82
```

The calculation puts the relative energy (zero: lowest compared OMol25 entry of this formula, charge and spin) at 0.0000 eV. The charge is +1. The calculation puts the HOMO-LUMO gap (spin up / spin down) at 7.92 / 4.41 eV. The LUMO energy (spin up / spin down) is -6.55 / -9.97 eV. For the highest occupied orbital energy (spin up / spin down), the calculation gives -14.46 / -14.37 eV. The expectation value of S² is 2.01. The multiplicity is 3.

Results of the natural (NBO) charge analysis, in e, for atoms 1 through 8: Pd 0.996; Cl -0.083; O -0.918; H 0.436; H 0.492; O -0.877; H 0.463; H 0.468

=====

The following is a quantum chemistry calculation of ClH8NaO4 as an isolated structure, from the OMol25 dataset.

Structure (XYZ):
```
14
ClH8NaO4 (ωB97M-V with the def2-TZVPD basis set)
Na -15.82 -7.01 -13.54
Cl -16.72 -8.48 -11.31
O -14.55 -8.82 -14.81
H -14.32 -8.87 -15.75
H -13.92 -9.39 -14.36
O -17.66 -6.23 -15.00
H -17.58 -6.19 -15.96
H -18.57 -6.49 -14.84
O -18.24 -9.21 -14.09
H -17.80 -9.05 -13.22
H -19.16 -8.95 -13.93
O -14.46 -5.59 -14.97
H -14.37 -5.67 -15.92
H -13.56 -5.48 -14.64
```

The calculation puts the relative energy (zero: lowest compared OMol25 entry of this formula, charge and spin) at 0.0538 eV. The charge is 0. The calculation puts the HOMO-LUMO gap at 7.41 eV. The LUMO energy is -0.70 eV. For the highest occupied orbital energy, the calculation gives -8.11 eV.

Results of the natural (NBO) charge analysis, in e, for atoms 1 through 8: Na 0.937; Cl -0.929; O -0.959; H 0.476; H 0.489; O -0.962; H 0.477; H 0.492

=====

The following is a quantum chemistry calculation of ClH8NaO4 as an isolated structure, from the OMol25 dataset.

Structure (XYZ):
```
14
ClH8NaO4 (ωB97M-V with the def2-TZVPD basis set)
Na 14.05 3.61 10.78
Cl 15.60 2.18 8.67
O 14.44 5.53 7.70
H 13.56 5.50 7.31
H 14.60 4.63 7.98
O 17.59 -0.53 8.82
H 17.61 -0.45 9.77
H 16.82 -0.04 8.55
O 18.07 2.20 6.73
H 17.66 1.96 5.90
H 17.34 2.34 7.33
O 12.90 0.47 8.15
H 13.71 0.85 8.46
H 12.48 0.12 8.94
```

The calculation puts the relative energy (zero: lowest compared OMol25 entry of this formula, charge and spin) at 3.2743 eV. The charge is +1. The calculation puts the HOMO-LUMO gap (spin up / spin down) at 9.69 / 4.33 eV. The LUMO energy (spin up / spin down) is -5.37 / -10.01 eV. For the highest occupied orbital energy (spin up / spin down), the calculation gives -15.06 / -14.34 eV. The expectation value of S² is 0.75. The multiplicity is 2.

Results of the natural (NBO) charge analysis, in e, for atoms 1 through 8: Na 0.991; Cl -0.248; O -0.915; H 0.481; H 0.439; O -0.855; H 0.470; H 0.454

=====

The following is a quantum chemistry calculation of a 5-piece molecular cluster, ClH8O4 overall, from the OMol25 dataset.

Structure (XYZ):
```
13
ClH8O4 (ωB97M-V with the def2-TZVPD basis set)
Cl -0.24 -0.66 -0.08
O -1.37 0.60 2.72
H -1.11 0.12 1.91
H -1.33 -0.07 3.41
O 2.80 0.45 -0.16
H 2.60 1.36 0.07
H 1.91 0.04 -0.21
O -2.64 1.48 -0.46
H -2.06 0.69 -0.42
H -2.18 2.11 0.10
O 1.52 -2.27 -2.41
H 1.29 -1.96 -1.52
H 0.82 -1.88 -2.95
```

The calculation puts the relative energy (zero: lowest compared OMol25 entry of this formula, charge and spin) at 0.1048 eV. The charge is -1. The calculation puts the HOMO-LUMO gap at 9.60 eV. The LUMO energy is 3.88 eV. For the highest occupied orbital energy, the calculation gives -5.72 eV.

Results of the natural (NBO) charge analysis, in e, for atoms 1 through 8: Cl -0.923; O -0.979; H 0.505; H 0.453; O -0.981; H 0.454; H 0.501; O -0.982

=====

The following is a quantum chemistry calculation of a 2-piece molecular cluster, ClHIOPS overall in a non-equilibrium geometry, from the OMol25 dataset.

Structure (XYZ):
```
6
ClHIOPS (ωB97M-V with the def2-TZVPD basis set)
O -1.12 -0.53 0.70
P -0.01 0.32 -0.09
S -0.52 1.00 -1.87
Cl 0.61 1.45 1.40
I 2.80 -1.60 -0.16
H -1.77 -0.64 0.01
```

The calculation puts the relative energy (zero: lowest compared OMol25 entry of this formula, charge and spin) at 1.9267 eV. The charge is 0. The calculation puts the HOMO-LUMO gap (spin up / spin down) at 7.16 / 6.34 eV. The LUMO energy (spin up / spin down) is -2.54 / -2.88 eV. For the highest occupied orbital energy (spin up / spin down), the calculation gives -9.70 / -9.22 eV.

Charge distribution, natural (NBO) scheme, values in e: O -0.945; P 1.201; S -0.382; Cl -0.182; I -0.200; H 0.508

=====

The following is a quantum chemistry calculation of a 2-piece molecular cluster, ClHN2O overall in a non-equilibrium geometry, from the OMol25 dataset.

Structure (XYZ):
```
5
ClHN2O (ωB97M-V with the def2-TZVPD basis set)
N 1.08 -0.29 -3.58
N 2.13 0.05 -3.47
O 3.20 0.39 -3.28
Cl 0.34 0.81 1.05
H 0.85 1.22 2.18
```

The calculation puts the relative energy (zero: lowest compared OMol25 entry of this formula, charge and spin) at 0.8627 eV. The charge is 0. The calculation puts the HOMO-LUMO gap at 12.75 eV. The LUMO energy is 0.88 eV. For the highest occupied orbital energy, the calculation gives -11.87 eV.

Charge distribution, natural (NBO) scheme, values in e: N -0.110; N 0.441; O -0.331; Cl -0.274; H 0.273

=====

The following is a quantum chemistry calculation of ClHN2O4S as an isolated structure in a non-equilibrium geometry, from the OMol25 dataset.

Structure (XYZ):
```
9
ClHN2O4S (ωB97M-V with the def2-TZVPD basis set)
N 0.81 -0.25 0.16
N -0.55 1.50 -2.20
O -0.31 2.58 -2.59
O -1.48 0.91 -1.76
O 1.72 -0.77 -2.25
O 2.27 1.28 -0.93
S 1.30 0.33 -1.33
Cl 0.09 1.07 1.26
H 0.18 -1.02 0.27
```

The calculation puts the relative energy (zero: lowest compared OMol25 entry of this formula, charge and spin) at 1.6974 eV. The charge is 0. The calculation puts the HOMO-LUMO gap (spin up / spin down) at 8.13 / 8.10 eV. The LUMO energy (spin up / spin down) is -2.27 / -2.06 eV. For the highest occupied orbital energy (spin up / spin down), the calculation gives -10.40 / -10.16 eV.

Results of the natural (NBO) charge analysis, in e, for atoms 1 through 8: N -0.791; N 0.482; O -0.241; O -0.292; O -0.844; O -0.870; S 2.010; Cl 0.130

=====

The following is a quantum chemistry calculation of a 2-piece molecular cluster, ClHNO overall in a non-equilibrium geometry, from the OMol25 dataset.

Structure (XYZ):
```
4
ClHNO (ωB97M-V with the def2-TZVPD basis set)
N -0.93 -0.42 -0.57
O 0.51 -0.19 1.44
Cl -0.22 0.81 -1.37
H 0.65 -0.21 0.50
```

The calculation puts the relative energy (zero: lowest compared OMol25 entry of this formula, charge and spin) at 3.8817 eV. The charge is -1. The calculation puts the HOMO-LUMO gap (spin up / spin down) at 6.69 / 7.24 eV. The LUMO energy (spin up / spin down) is 4.16 / 4.28 eV. For the highest occupied orbital energy (spin up / spin down), the calculation gives -2.53 / -2.96 eV.

Charge distribution, natural (NBO) scheme, values in e: N -0.565; O -0.883; Cl 0.030; H 0.418